# 1
This record from the Open Molecules 2025 dataset describes the molecule C2H4Cl2. The level of theory is the ωB97M-V functional and the def2-TZVPD basis.

Structure (XYZ):
```
8
Properties=species:S:1:pos:R:3:lowdin_charge:R:1
Cl -2.2332 -0.0879 -0.1082 0.538
C -0.5092 -0.4917 0.0948 -0.765
C 0.3915 0.6567 0.0142 -0.563
Cl 2.0446 -0.2280 -0.1080 0.472
H -0.2652 -1.0644 0.9550 0.050
H -0.3325 -1.2924 -0.7761 0.108
H 0.5276 1.2505 0.8909 0.058
H 0.3766 1.2572 -0.9627 0.103
```

Properties
LUMO energy = 0.86 eV
SMILES = ClCCCl
Energy relative to the best compared isomer or geometry (same formula, charge and spin) = 57.4 kJ/mol
Electronic energy = -27183.3645 eV
HOMO energy = -0.3993 Ha
Frontier orbital gap = 0.4310 Ha

---

# 2
This record from the Open Molecules 2025 dataset describes a structure of composition C8H10BeO6P. The level of theory is the ωB97M-V functional and the def2-TZVPD basis.

Structure (XYZ):
```
26
Properties=species:S:1:pos:R:3:lowdin_charge:R:1
O -3.4162 -2.7971 1.2102 0.234
C -2.5608 -2.0103 0.9484 -0.038
Be 1.4554 0.6966 -0.2957 -0.052
C 2.2143 0.2164 -1.8247 0.116
O 2.6846 -0.0685 -2.8122 0.261
C -1.0122 -0.3287 0.3765 -0.016
O -1.6855 0.5927 0.1889 0.143
C 0.2406 2.0126 -0.6379 0.064
O -0.3816 2.8870 -0.9701 0.274
C -1.2448 -1.8483 0.8574 -0.481
O -0.3432 -2.6703 1.1304 -0.004
H 1.3085 -0.4444 0.1791 0.047
C 3.6845 1.7456 3.1606 -0.141
P 2.1773 1.1934 2.4101 0.668
C 1.6635 -0.3841 3.0641 -0.144
C 0.8689 2.3881 2.6090 -0.136
O 2.6104 1.1318 0.9109 -0.384
H 3.7967 1.2835 4.1390 0.065
H 3.6463 2.8311 3.2719 0.067
H 4.5252 1.4744 2.5154 0.078
H 2.3220 -0.6248 3.9121 0.071
H 0.6278 -0.3262 3.4249 0.070
H 1.7285 -1.1692 2.3041 0.056
H 0.3404 2.5809 1.6608 0.031
H 0.1565 2.0263 3.3641 0.076
H 1.3216 3.3257 2.9701 0.075
```

Properties
LUMO energy (spin up / spin down) = -4.95 / -4.96 eV
Energy relative to the best compared isomer or geometry (same formula, charge and spin) = 167.0 kJ/mol
Net charge = +1
Electronic energy = -30422.9436 eV
HOMO energy (spin up / spin down) = -0.3949 / -0.3949 Ha
Frontier orbital gap (spin up / spin down) = 0.2128 / 0.2128 Ha